{
  "formula": "C3H2N2",
  "method": "ωB97M-V/def2-TZVPD",
  "elements": ["C", "H", "N", "C", "H", "C", "N"],
  "coordinates": [[0.106, 0.995, 0.102], [-1.552, -1.813, -0.428], [2.067, -0.533, -0.111], [-1.076, -1.087, 0.186], [-0.117, 2.031, 0.242], [1.341, 0.354, -0.028], [-0.770, 0.053, 0.038]],
  "de_lowest_kcal_mol": 63.0,
  "homo_ev": -8.7,
  "lumo_energy_ev": -0.11,
  "e_tot_ev": -6119.754,
  "gap_ev": 8.56
}

***

{
  "formula": "C26H30O8",
  "method": "ωB97M-V/def2-TZVPD",
  "elements": ["O", "C", "H", "H", "H", "H", "H", "C", "C", "C", "O", "H", "H", "C", "O", "H", "C", "H", "C", "O", "H", "H", "H", "C", "H", "C", "C", "C", "H", "C", "C", "H", "H", "C", "H", "C", "O", "H", "C", "O", "C", "H", "H", "O", "H", "H", "C", "H", "H", "C", "H", "H", "H", "C", "C", "C", "H", "O", "C", "C", "H", "C", "H", "C"],
  "coordinates": [[3.338, 3.091, 1.009], [-1.442, -0.777, 0.149], [0.112, -3.650, -2.487], [2.240, -0.376, -3.798], [-5.647, 2.668, 4.417], [-2.949, -0.865, 1.665], [3.419, 0.852, -3.356], [-2.265, -2.815, 1.116], [4.173, -1.167, -3.220], [-4.486, 2.057, 2.701], [0.146, -1.338, -2.940], [3.549, 0.028, -4.909], [2.840, 1.517, -0.913], [2.802, -3.293, -3.619], [-1.493, 0.597, 0.135], [4.111, -2.336, -5.019], [-3.639, 3.327, 2.629], [3.893, -1.289, -2.173], [1.032, 2.772, 1.683], [-3.102, -3.414, 1.994], [0.397, -4.733, -1.120], [-1.849, 1.195, 2.385], [-4.675, 1.695, 1.688], [-0.576, -2.898, -0.606], [-6.396, 3.056, 2.869], [-5.814, 2.309, 3.404], [-2.392, 3.177, 1.761], [2.809, -3.881, -2.187], [-4.251, 4.130, 2.213], [0.802, 1.042, -0.507], [1.217, 3.784, 2.728], [2.702, -4.112, -4.334], [2.556, -4.941, -2.217], [0.392, -3.687, -1.432], [-1.338, -4.614, 0.415], [1.813, -3.145, -1.330], [0.117, 4.277, 3.299], [3.802, -3.767, -1.750], [2.144, 2.528, 0.835], [2.310, 4.223, 3.060], [-1.381, -3.536, 0.320], [-2.989, -4.372, 1.964], [5.212, -0.828, -3.249], [2.102, -2.193, -0.649], [-6.400, 1.394, 3.458], [-1.110, 2.479, 3.350], [3.289, -0.103, -3.860], [1.939, -2.638, -3.747], [-3.345, 3.625, 3.638], [-2.280, -1.429, 1.037], [0.369, 4.962, 3.939], [4.942, -3.129, -3.684], [-2.680, 2.841, 0.763], [-0.172, 2.074, 1.462], [0.104, -0.849, -1.836], [-0.276, 1.228, 0.361], [3.316, 3.643, 1.826], [0.725, 0.329, -1.670], [4.076, -2.513, -3.942], [-1.382, 2.179, 2.342], [-3.944, 1.280, 3.241], [2.002, 1.678, -0.257], [-1.905, 4.149, 1.666], [-0.612, -1.500, -0.714]],
  "de_lowest_kcal_mol": 4.6,
  "homo_ev": -8.6,
  "lumo_energy_ev": 0.31,
  "e_tot_ev": -43830.159,
  "gap_ev": 8.90,
  "smiles": "CCCCCC(=O)Cc1cc(O)cc2c1C(=O)Oc1cc(O)c(C(=O)O)c(CCCCC)c1O2"
}

***

{
  "formula": "C4H7NO",
  "method": "ωB97M-V/def2-TZVPD",
  "elements": ["H", "N", "H", "C", "C", "H", "C", "H", "O", "H", "H", "C", "H"],
  "coordinates": [[1.110, -0.987, 0.783], [-0.941, -0.459, 0.553], [-0.052, 1.983, 0.526], [0.920, 0.543, -0.848], [0.446, -0.248, 0.322], [1.929, 0.338, -1.174], [0.774, 1.261, 0.446], [1.634, 1.527, 1.048], [-2.674, -1.751, -0.260], [0.201, 0.758, -1.629], [-1.378, 0.242, 1.127], [-1.503, -1.434, -0.196], [-0.465, -1.774, -0.697]],
  "de_lowest_kcal_mol": 47.2,
  "homo_ev": -9.9,
  "lumo_energy_ev": 1.01,
  "e_tot_ev": -7797.599,
  "gap_ev": 10.89,
  "smiles": "O=CNC1CC1"
}

***

{
  "formula": "C3H6N4",
  "method": "ωB97M-V/def2-TZVPD",
  "elements": ["N", "H", "C", "H", "N", "C", "H", "H", "H", "H", "N", "C", "N"],
  "coordinates": [[-0.738, -0.957, 0.449], [-1.055, 1.856, -1.228], [1.431, 0.407, 0.859], [2.294, 0.716, 0.226], [-0.982, 1.269, -0.417], [0.338, -0.090, 0.119], [-0.447, -0.952, -1.789], [1.083, 1.206, 1.432], [1.821, -0.454, 1.568], [0.449, -2.168, -0.727], [-2.114, 0.678, -0.189], [-0.036, -1.156, -0.811], [-2.044, -0.356, 0.506]],
  "de_lowest_kcal_mol": 127.0,
  "homo_ev": -9.1,
  "lumo_energy_ev": 0.77,
  "e_tot_ev": -9163.348,
  "gap_ev": 9.83
}

***

{
  "formula": "C10H30ClO10",
  "method": "ωB97M-V/def2-TZVPD",
  "elements": ["H", "H", "Cl", "C", "O", "H", "H", "H", "H", "H", "H", "C", "H", "H", "H", "H", "C", "H", "O", "O", "H", "H", "H", "H", "C", "O", "O", "O", "C", "C", "H", "C", "H", "O", "H", "O", "H", "C", "O", "H", "H", "H", "H", "H", "H", "H", "H", "H", "C", "C", "O"],
  "coordinates": [[24.561, 5.067, 11.097], [17.495, 2.041, 8.848], [20.963, 1.594, 7.205], [22.978, 4.159, 9.809], [21.614, -0.248, 4.682], [22.781, -1.258, 6.053], [18.458, 0.124, 9.832], [24.051, 4.661, 4.026], [22.032, 3.464, 8.360], [19.336, 0.243, 7.670], [21.468, 0.383, 5.390], [22.987, -2.330, 4.243], [24.004, -2.671, 4.437], [23.778, -0.392, 4.820], [22.207, -2.946, 4.690], [22.323, 5.533, 1.535], [18.873, 5.152, 6.533], [18.398, 3.904, 8.309], [21.797, 5.213, 2.272], [22.474, 4.306, 8.495], [25.712, 5.829, 9.168], [17.654, 5.375, 8.298], [23.394, 3.161, 9.941], [19.934, 3.675, 5.995], [17.840, -0.012, 8.945], [25.033, 5.184, 8.957], [22.819, 4.227, 5.530], [15.912, 1.072, 9.918], [18.618, 4.937, 8.038], [16.817, 1.192, 8.757], [17.546, -0.977, 9.359], [24.124, 5.167, 10.103], [18.734, 6.232, 6.474], [18.527, -0.266, 7.761], [20.391, 5.323, 8.291], [22.803, -2.188, 2.863], [23.568, -2.537, 2.400], [22.867, -0.960, 5.008], [19.619, 5.434, 8.851], [22.783, 6.539, 3.602], [15.608, 1.981, 9.968], [23.599, 6.120, 10.046], [22.619, 3.517, 3.690], [22.223, 4.202, 10.593], [21.985, 3.756, 5.586], [21.202, 5.682, 4.101], [16.305, 1.264, 7.797], [18.134, 4.576, 5.976], [22.153, 5.650, 3.571], [22.989, 4.440, 4.135], [20.055, 4.627, 6.019]],
  "de_lowest_kcal_mol": 66.6,
  "charge": -1,
  "homo_ev": -6.1,
  "lumo_energy_ev": 2.92,
  "e_tot_ev": -43852.477,
  "gap_ev": 8.97
}

***

{
  "formula": "C48H117N11O6",
  "method": "ωB97M-V/def2-TZVPD",
  "elements": ["H", "H", "H", "H", "C", "C", "H", "H", "C", "C", "H", "N", "C", "H", "H", "C", "N", "N", "H", "H", "H", "C", "H", "H", "H", "H", "H", "H", "H", "C", "H", "H", "C", "C", "C", "H", "C", "O", "H", "N", "H", "C", "H", "H", "H", "H", "H", "H", "H", "H", "H", "H", "H", "N", "C", "H", "N", "H", "C", "H", "H", "C", "C", "H", "H", "H", "H", "H", "C", "H", "N", "H", "C", "H", "C", "C", "H", "H", "H", "H", "H", "H", "H", "C", "C", "H", "H", "H", "H", "N", "H", "H", "H", "C", "H", "H", "O", "H", "H", "H", "H", "H", "C", "H", "C", "C", "C", "H", "H", "H", "H", "C", "H", "H", "C", "H", "H", "H", "H", "C", "H", "C", "C", "H", "H", "C", "H", "H", "C", "H", "N", "H", "H", "O", "H", "H", "H", "C", "H", "H", "H", "C", "C", "N", "C", "H", "H", "H", "H", "H", "C", "H", "C", "H", "H", "H", "O", "H", "H", "H", "C", "H", "H", "H", "C", "H", "C", "C", "H", "H", "O", "C", "C", "H", "H", "H", "O", "H", "C", "H", "N", "H"],
  "coordinates": [[-1.295, 3.769, -4.463], [1.931, -2.818, -1.142], [-4.786, 0.010, 0.562], [5.005, -1.803, -3.660], [2.488, -5.705, 6.519], [2.964, -4.972, 2.914], [-0.062, 7.486, 1.001], [-1.400, -3.719, -3.123], [0.599, 0.751, 0.197], [1.915, -2.428, -4.762], [-3.541, -0.217, -7.657], [0.540, 4.725, 0.298], [2.170, 2.730, -3.171], [3.584, 4.069, 1.336], [0.077, 2.918, 5.781], [-0.273, 3.653, 5.056], [2.637, -0.881, 4.342], [2.971, -1.777, -4.237], [-1.600, -3.157, 1.477], [-1.636, 2.254, 4.298], [4.230, -2.861, 5.081], [2.649, -3.793, 1.968], [1.406, -5.539, -0.551], [4.051, -5.046, 2.955], [-5.943, -0.885, 1.569], [-0.976, -5.053, 3.720], [-4.877, -1.724, 0.435], [-5.659, 2.294, -7.661], [-2.404, 3.077, 5.586], [1.713, -1.869, -0.653], [1.597, -3.823, 1.688], [-1.004, 0.447, 1.511], [3.826, -0.657, 4.906], [1.974, 4.966, 0.345], [-2.719, 2.127, -4.968], [3.968, -3.016, -2.765], [2.811, -5.823, 5.083], [2.326, -7.463, -1.998], [-2.344, 4.117, -5.772], [0.135, -6.794, -1.810], [0.458, 3.584, 4.250], [0.988, 5.688, 5.470], [1.077, 1.566, -0.345], [-2.105, 3.770, 3.880], [-0.806, -7.047, -2.076], [0.579, -0.770, -4.508], [0.801, 6.721, 5.762], [-5.232, 0.505, -6.307], [5.359, 0.722, -4.597], [2.614, -5.885, 2.433], [1.030, 6.884, 2.173], [-1.068, 2.946, -6.057], [0.841, -1.269, -6.192], [4.552, 2.009, -3.221], [-4.923, -2.245, -3.388], [3.174, -3.767, 1.013], [-0.110, -0.130, -0.752], [4.191, -1.873, 6.626], [-1.373, 5.062, -1.445], [-2.224, -5.143, -3.902], [2.095, 0.843, 3.112], [-0.884, 0.700, -1.727], [-0.807, 5.084, 6.996], [0.139, -6.302, 4.242], [2.700, -4.746, 6.991], [-0.070, -9.066, -3.003], [-0.004, 4.892, 7.707], [-0.160, -2.322, -5.039], [0.111, 5.170, -1.015], [-4.635, 3.810, -5.229], [-3.942, -0.874, 2.252], [-1.171, 1.652, -1.281], [0.996, -4.338, 4.150], [3.045, -6.457, 7.077], [-2.820, -1.604, 2.313], [1.125, -7.503, -2.268], [-3.165, 2.361, -4.001], [-0.804, 7.306, 6.776], [0.654, -4.046, 5.143], [-2.083, -2.069, 0.312], [2.713, -1.447, -0.550], [-6.481, 3.596, -6.906], [-0.902, 2.116, 1.105], [-4.939, -0.898, 1.144], [-4.880, 2.878, -5.737], [-4.846, 3.905, -7.603], [2.173, 3.928, 6.173], [-4.472, 0.345, -4.968], [2.377, -6.769, 4.759], [-0.282, 4.998, 5.661], [-2.672, -0.426, -1.215], [4.415, -3.269, -4.379], [-2.440, -3.290, -4.252], [0.700, -8.393, -3.379], [2.272, 2.979, -2.114], [3.026, -0.797, -4.474], [4.448, 0.431, 4.830], [0.072, -4.762, -1.357], [1.559, -8.977, -3.711], [3.882, -6.023, 5.045], [0.219, -5.691, 2.603], [1.410, -5.804, 6.642], [2.502, 4.065, 1.463], [-1.550, 4.296, 7.115], [-0.012, 6.818, 1.861], [-2.321, -4.115, -3.550], [0.668, -1.626, -5.176], [2.759, -2.774, 2.340], [-1.862, 4.361, -0.769], [4.641, 2.387, -2.289], [-2.147, -0.152, -6.668], [-0.287, 1.255, 1.365], [-1.527, 4.410, -2.304], [-2.372, 6.522, 6.751], [0.367, -5.679, -0.849], [2.232, 4.405, 2.463], [3.101, 5.389, 5.817], [-5.714, 2.454, -5.177], [-2.897, 0.713, -2.623], [-1.395, 6.514, 7.234], [2.199, 3.660, -3.738], [-2.471, -2.561, 1.204], [1.711, 0.186, 3.892], [0.221, 1.564, 2.279], [-4.350, -2.019, -4.287], [0.744, -1.011, -1.571], [-0.022, -5.875, 0.150], [-0.210, 4.611, 2.344], [4.142, -2.468, -3.691], [0.837, -3.347, 3.724], [-3.725, 1.962, -6.006], [-3.285, -3.225, 0.913], [0.402, -7.732, -4.192], [1.803, -3.626, -4.905], [-5.312, -1.317, -2.967], [1.124, 5.643, 4.390], [6.055, 0.906, -2.853], [-0.235, 5.306, 1.505], [-1.974, -0.850, -2.726], [2.499, 4.745, -0.585], [1.313, -0.529, -2.366], [-1.720, 3.241, 4.753], [3.291, 1.900, -3.700], [2.448, -4.714, 4.231], [-1.785, 3.300, -5.316], [1.583, 0.779, 4.798], [2.016, 5.326, 7.252], [2.195, 5.991, 0.645], [-3.081, -4.527, -1.629], [5.481, -1.697, 5.668], [-2.236, 0.012, -2.112], [-5.842, -2.631, -3.829], [-3.220, -0.338, -6.622], [-0.322, 0.873, -2.645], [1.419, 0.204, 0.664], [0.710, -0.147, 3.618], [2.972, 1.198, -4.614], [0.433, 6.204, -1.143], [-1.894, 6.011, -1.570], [-2.162, 1.194, -4.886], [5.683, 1.358, -3.773], [-4.074, -0.311, 3.080], [1.357, -2.122, 0.345], [0.151, -1.766, -2.088], [-5.481, 3.195, -7.074], [-1.266, 5.153, 1.184], [2.157, 5.017, 6.216], [-4.427, -3.291, -2.351], [0.678, 4.602, -1.753], [2.295, 2.998, 1.383], [-2.060, -1.449, 3.250], [4.416, -1.900, 5.560], [-4.196, 0.616, -5.987], [1.149, 2.387, -3.340], [-0.531, 7.220, 2.730], [-1.479, 6.805, 8.281], [-5.065, -3.479, -1.398], [-3.463, -1.354, -6.309], [0.055, -5.398, 3.640], [2.498, -1.832, 4.032], [-3.291, -4.003, -2.466], [6.414, 2.087, -4.124]],
  "de_lowest_kcal_mol": 141.4,
  "homo_ev": -8.0,
  "lumo_energy_ev": 0.34,
  "e_tot_ev": -80346.497,
  "gap_ev": 8.31,
  "smiles": "CCN(CC)CC.CCN(CC)CC.CCN(CC)CC.CCN(CC)CC.CCN(CC)CC.CNC(C)=O.CNC(C)=O.CNC(C)=O.CNC(C)=O.CNC(C)=O.CNC(C)=O"
}